(1)
C33H36F6GeMoN5O3PS2Se | ωB97M-V/def2-TZVPD

Computed properties:
Largest force on an atom = 0.1 eV/A
LUMO energy (spin up / spin down) = -5.192 / -4.919 eV
Expectation value of S² = 0.762
Orbital gap (spin up / spin down) = 5.2 / 5.4 eV
E = -219383.0420 eV
2S+1 = 2
Total charge = +1
Relative energy (zero: lowest compared OMol25 entry of this formula, charge and spin) = 0.0 kcal/mol

Each line ends with the Löwdin charge.
Element x y z (Å)
Mo 0.382 1.230 0.041  1.74
O 2.382 -0.390 -3.224  0.16
C 1.833 -0.226 -2.172  -0.41
N 1.922 0.858 -1.304  -0.02
C 2.983 1.756 -1.365  -0.41
O 3.849 1.795 -2.194  0.15
C 2.969 2.710 -0.197  -0.17
C 4.035 3.552 0.021  0.04
C 4.009 4.386 1.130  0.00
C 2.912 4.349 1.972  -0.01
C 1.874 3.479 1.690  -0.10
N 1.907 2.675 0.625  -0.04
C 0.964 -1.273 -1.532  -0.15
C 1.016 -2.597 -1.906  0.05
C 0.381 -3.533 -1.103  -0.01
C -0.290 -3.105 0.030  -0.04
C -0.351 -1.756 0.314  -0.10
N 0.263 -0.860 -0.468  -0.03
H 4.863 3.523 -0.674  0.14
H 4.836 5.051 1.335  0.13
H 2.850 4.977 2.849  0.12
H 1.004 3.420 2.326  0.08
H 1.593 -2.864 -2.780  0.14
H 0.425 -4.586 -1.348  0.13
H -0.771 -3.801 0.701  0.11
H -0.865 -1.379 1.186  0.10
C -3.502 0.906 -2.186  -0.01
C -2.067 1.100 -1.828  -0.21
N -1.677 0.979 -0.582  -0.11
N -2.710 0.704 0.298  -0.02
C -2.417 0.927 1.525  -1.04
S -0.816 1.383 2.063  0.72
S -3.577 0.787 2.812  0.96
C -5.166 0.891 1.924  -0.39
C -5.863 -0.412 1.638  -0.30
C -6.276 -0.704 0.345  -0.06
C -7.016 -1.850 0.082  -0.09
C -7.341 -2.717 1.114  -0.09
C -6.917 -2.439 2.409  -0.08
C -6.182 -1.295 2.668  -0.06
C -1.137 1.572 -2.830  -0.11
C -1.299 1.307 -4.202  -0.01
C -0.495 1.921 -5.130  -0.04
C 0.451 2.869 -4.721  -0.02
C 0.616 3.168 -3.389  0.02
C -0.146 2.489 -2.438  -0.30
O 0.099 2.707 -1.140  -0.24
H -4.077 1.713 -1.724  0.11
H -3.649 0.957 -3.259  0.08
H -3.883 -0.033 -1.786  0.00
H -5.782 1.507 2.581  0.09
H -4.987 1.449 1.008  0.07
H -6.026 -0.027 -0.463  0.11
H -7.337 -2.061 -0.930  0.11
H -7.927 -3.605 0.914  0.11
H -7.168 -3.112 3.218  0.11
H -5.865 -1.080 3.683  0.11
H -2.039 0.588 -4.526  0.12
H -0.599 1.680 -6.178  0.12
H 1.071 3.361 -5.458  0.12
H 1.355 3.884 -3.054  0.13
F 1.682 0.209 1.264  -0.43
P 2.567 -0.149 2.974  0.24
F 1.801 1.171 3.462  -0.16
F 3.704 0.782 2.369  -0.11
F 3.268 -0.436 4.330  -0.05
F 1.245 -0.983 3.269  -0.13
F 3.159 -1.381 2.184  -0.10
C -2.579 -6.349 -0.578  -0.21
Ge -3.477 -5.834 -2.238  0.74
C -4.635 -7.275 -2.859  -0.22
C -2.135 -5.380 -3.585  -0.22
C -4.563 -4.215 -1.933  -0.59
Se -3.518 -2.696 -1.286  0.88
C -3.684 -3.051 0.615  -0.37
H -2.014 -7.269 -0.732  0.03
H -3.295 -6.525 0.226  0.03
H -1.883 -5.573 -0.258  -0.02
H -4.049 -8.170 -3.067  0.02
H -5.151 -6.986 -3.775  0.02
H -5.384 -7.526 -2.108  0.02
H -1.425 -6.198 -3.711  0.02
H -1.587 -4.484 -3.287  -0.01
H -2.604 -5.188 -4.550  0.02
H -5.374 -4.375 -1.221  0.01
H -5.016 -3.898 -2.873  0.02
H -3.175 -3.974 0.885  0.01
H -4.738 -3.114 0.874  0.00
H -3.247 -2.209 1.151  0.01

Atoms 1-2, force components in eV/Å:
0.0710 -0.0370 0.0237
-0.0055 0.0055 -0.0155

(2)
C33H36FN2OPtS2Si2 | ωB97M-V/def2-TZVPD

Computed properties:
Largest force on an atom = 1.3 eV/A
LUMO energy = 2.429 eV
Orbital gap = 6.3 eV
E = -83227.7291 eV
Total charge = -1

Each line ends with the Löwdin charge.
Element x y z (Å)
Pt 0.330 0.103 0.213  0.91
C -1.606 -1.594 3.949  -0.02
C -0.984 -1.541 2.574  -0.26
N -1.000 -0.445 1.896  -0.09
N -1.817 0.574 2.368  -0.06
C -1.536 1.745 1.941  -1.04
S -0.181 2.232 0.965  0.62
S -2.600 3.062 2.522  0.86
C -3.815 3.176 1.166  -0.42
C -3.293 3.737 -0.134  -0.30
C -3.539 3.079 -1.330  -0.06
C -3.071 3.597 -2.532  -0.09
C -2.343 4.774 -2.545  -0.10
C -2.085 5.436 -1.349  -0.09
C -2.557 4.920 -0.155  -0.07
C -0.426 -2.768 2.013  -0.13
C -0.394 -3.920 2.828  -0.07
C -0.020 -5.155 2.364  -0.11
C 0.312 -5.292 1.007  -0.09
C 0.321 -4.197 0.190  -0.02
C 0.033 -2.887 0.669  -0.38
O 0.211 -1.931 -0.184  -0.24
H -2.092 -0.652 4.173  0.06
H -0.827 -1.775 4.692  0.09
H -2.341 -2.395 4.019  0.08
H -4.572 3.836 1.594  0.07
H -4.249 2.186 1.031  0.08
H -4.102 2.154 -1.327  0.11
H -3.280 3.073 -3.456  0.10
H -1.971 5.176 -3.480  0.10
H -1.506 6.351 -1.348  0.10
H -2.343 5.424 0.780  0.10
H -0.659 -3.832 3.873  0.09
H 0.003 -6.007 3.031  0.09
H 0.580 -6.263 0.606  0.10
H 0.598 -4.272 -0.854  0.12
C 1.513 2.944 -1.615  -0.24
Si 1.706 1.088 -1.383  0.39
C 1.508 0.311 -3.091  -0.20
C 3.522 0.818 -0.914  -0.30
C 4.568 1.158 -1.781  -0.11
C 5.890 0.921 -1.438  -0.11
C 6.185 0.334 -0.211  -0.11
C 5.158 -0.009 0.653  -0.11
C 3.818 0.229 0.321  -0.30
Si 2.370 -0.309 1.429  0.46
C 2.831 -2.101 1.835  -0.20
C 2.499 0.590 3.088  -0.23
H 2.227 3.304 -2.361  0.03
H 1.698 3.475 -0.678  0.00
H 0.501 3.207 -1.939  0.01
H 2.409 0.488 -3.686  0.02
H 0.659 0.738 -3.631  0.02
H 1.361 -0.768 -3.006  0.03
H 4.348 1.607 -2.746  0.09
H 6.688 1.183 -2.122  0.09
H 7.217 0.139 0.062  0.09
H 5.404 -0.483 1.599  0.09
H 3.877 -2.139 2.155  0.02
H 2.718 -2.746 0.962  0.03
H 2.219 -2.519 2.637  0.02
H 3.475 0.403 3.550  0.02
H 1.727 0.236 3.777  0.01
H 2.377 1.669 2.968  0.01
F -3.544 -4.506 -2.890  0.01
C -3.023 -3.327 -2.442  -0.30
C -3.353 -2.885 -1.178  -0.02
C -2.847 -1.668 -0.746  -0.05
C -2.004 -0.889 -1.549  -0.32
C -1.482 0.402 -1.057  -0.27
C -1.699 -1.384 -2.819  -0.04
C -2.203 -2.597 -3.273  -0.02
H -3.991 -3.492 -0.547  0.11
H -3.094 -1.313 0.249  0.11
H -2.180 0.873 -0.371  0.01
H -1.223 1.091 -1.860  0.03
H -1.049 -0.806 -3.464  0.09
H -1.958 -2.977 -4.257  0.11

Atoms 1-2, force components in eV/Å:
-0.9570 0.3038 0.8312
-0.1759 0.0234 -0.1020

(3)
C33H36N13NaO | ωB97M-V/def2-TZVPD

Computed properties:
Largest force on an atom = 0.6 eV/A
LUMO energy = 0.265 eV
Orbital gap = 6.1 eV
E = -60644.1127 eV
Relative energy (zero: lowest compared OMol25 entry of this formula, charge and spin) = 20.1 kcal/mol

Each line ends with the Löwdin charge.
Element x y z (Å)
Na 0.820 0.187 -0.072  0.21
C 5.203 2.045 -0.227  -0.06
C 4.208 1.268 -0.853  -0.17
N 3.484 0.370 -0.240  0.12
C 3.713 0.134 1.082  -0.15
C 4.718 0.836 1.794  -0.17
C 5.448 1.826 1.096  -0.02
C 4.988 0.527 3.145  -0.07
C 4.276 -0.478 3.746  -0.09
C 3.276 -1.176 3.060  -0.03
C 2.930 -0.887 1.743  -0.25
N 1.870 -1.453 1.101  0.03
C 1.622 -2.771 1.265  -0.25
C 2.600 -3.761 1.383  -0.03
C 2.282 -5.122 1.399  -0.10
C 0.987 -5.568 1.317  -0.08
C -0.052 -4.615 1.254  -0.17
C -1.417 -4.980 1.232  -0.02
C -2.383 -4.016 1.258  -0.07
C -1.977 -2.669 1.306  -0.17
N -0.726 -2.288 1.284  0.09
C 0.250 -3.229 1.246  -0.15
H 5.753 2.783 -0.796  0.10
H 4.014 1.409 -1.913  0.09
H 6.206 2.389 1.627  0.11
H 5.755 1.078 3.676  0.10
H 4.477 -0.738 4.779  0.10
H 2.724 -1.953 3.575  0.11
H 3.638 -3.458 1.424  0.11
H 3.092 -5.840 1.463  0.10
H 0.747 -6.624 1.322  0.10
H -1.677 -6.032 1.221  0.11
H -3.435 -4.271 1.268  0.09
H -2.712 -1.875 1.381  0.08
N 0.810 -0.816 -2.369  0.01
C -0.090 -1.007 -3.508  -0.27
C -0.295 0.301 -4.269  -0.29
N -0.971 1.361 -3.536  0.02
H 1.754 -0.622 -2.692  0.08
H 0.892 -1.679 -1.837  0.08
H -1.051 -1.355 -3.117  0.10
H 0.271 -1.772 -4.210  0.11
H -0.857 0.092 -5.184  0.10
H 0.679 0.679 -4.597  0.10
H -1.857 1.010 -3.198  0.03
H -0.453 1.567 -2.688  0.02
N -0.693 0.176 2.866  0.20
C -0.451 1.464 2.625  -0.42
N -0.775 2.354 3.572  0.17
C -0.504 3.615 3.261  -0.45
N -0.818 4.561 4.169  0.16
N 0.053 4.042 2.113  0.16
C 0.328 3.070 1.255  -0.27
N 0.101 1.781 1.434  0.15
C 0.961 3.483 -0.038  -0.18
C 1.356 4.803 -0.222  0.00
C 1.935 5.163 -1.427  -0.05
C 2.095 4.196 -2.404  -0.05
C 1.678 2.906 -2.122  -0.15
N 1.127 2.543 -0.970  0.12
H -1.055 -0.068 3.770  0.11
H -0.484 -0.558 2.190  0.05
H -1.184 4.283 5.060  0.10
H -0.577 5.516 3.983  0.10
H 1.201 5.513 0.576  0.10
H 2.253 6.183 -1.600  0.11
H 2.530 4.429 -3.366  0.11
H 1.798 2.117 -2.858  0.10
N -2.127 0.176 -0.517  0.23
C -3.191 -0.090 -0.882  -0.27
N -4.431 -0.348 -1.293  -0.09
C -4.964 -1.692 -1.043  -0.12
C -6.469 -1.655 -1.248  -0.19
O -6.796 -1.177 -2.539  -0.12
C -6.326 0.145 -2.721  -0.19
C -4.813 0.204 -2.599  -0.12
H -4.726 -1.980 -0.021  0.12
H -4.509 -2.418 -1.728  0.14
H -6.930 -1.014 -0.485  0.13
H -6.887 -2.657 -1.167  0.13
H -6.782 0.811 -1.977  0.13
H -6.640 0.458 -3.716  0.13
H -4.463 1.234 -2.661  0.13
H -4.352 -0.377 -3.408  0.13

Atoms 1-2, force components in eV/Å:
-0.1673 0.0021 -0.5358
0.0030 -0.0423 0.0507